A 7-piece molecular cluster, C36H89N2O22P5 overall in a non-equilibrium geometry, computed with wB97M-V/def2-TZVPD.

Atoms and positions in Å:
C (2.904, 2.106, -3.411)
O (3.697, 1.325, -2.881)
N (3.183, 3.175, -4.122)
C (2.209, 3.975, -4.809)
C (4.548, 3.452, -4.428)
H (1.784, 2.069, -3.245)
H (2.373, 4.074, -5.858)
H (2.291, 5.037, -4.486)
H (1.142, 3.560, -4.662)
H (4.884, 3.335, -5.483)
H (4.872, 4.434, -4.059)
H (5.171, 2.772, -3.907)
C (-0.918, -0.792, -0.423)
O (-1.021, 0.441, -0.463)
N (0.193, -1.494, -0.703)
C (0.297, -3.031, -0.747)
C (1.450, -0.809, -0.968)
H (-1.844, -1.365, -0.281)
H (0.820, -3.318, -1.615)
H (-0.758, -3.298, -0.780)
H (0.679, -3.377, 0.185)
H (1.923, -1.098, -1.868)
H (1.310, 0.256, -1.109)
H (2.247, -0.969, -0.236)
C (-0.729, 5.544, 0.642)
C (-0.448, 4.493, -0.444)
O (-1.672, 4.115, -1.022)
P (-2.094, 4.066, -2.565)
O (-0.964, 3.523, -3.353)
O (-2.575, 5.462, -3.012)
C (-3.383, 6.256, -2.104)
C (-3.659, 7.609, -2.781)
O (-3.498, 3.342, -2.593)
C (-3.577, 1.884, -2.599)
C (-4.829, 1.529, -3.368)
H (-0.874, 6.573, 0.186)
H (-1.640, 5.260, 1.210)
H (0.127, 5.543, 1.347)
H (0.111, 4.869, -1.259)
H (0.004, 3.628, -0.021)
H (-4.271, 5.700, -1.814)
H (-2.897, 6.479, -1.138)
H (-2.730, 8.031, -3.160)
H (-4.304, 7.567, -3.634)
H (-4.197, 8.274, -2.095)
H (-2.670, 1.449, -3.024)
H (-3.758, 1.553, -1.570)
H (-4.903, 0.435, -3.370)
H (-5.760, 1.877, -2.848)
H (-4.716, 1.931, -4.409)
C (-4.636, -3.369, -0.981)
C (-3.249, -3.771, -1.411)
O (-2.840, -2.886, -2.476)
P (-2.123, -3.392, -3.777)
O (-0.889, -4.213, -3.654)
O (-3.257, -4.101, -4.608)
C (-2.785, -4.817, -5.759)
C (-3.445, -6.170, -5.841)
O (-1.800, -2.000, -4.464)
C (-0.466, -1.474, -4.451)
C (-0.470, 0.062, -4.180)
H (-4.927, -2.582, -1.730)
H (-5.313, -4.225, -0.957)
H (-4.487, -2.922, 0.003)
H (-2.590, -3.655, -0.557)
H (-3.090, -4.811, -1.705)
H (-2.957, -4.158, -6.646)
H (-1.679, -4.877, -5.790)
H (-3.131, -6.831, -5.026)
H (-4.528, -6.014, -5.710)
H (-3.207, -6.726, -6.771)
H (0.125, -2.038, -3.684)
H (-0.082, -1.741, -5.407)
H (-1.065, 0.492, -5.033)
H (-0.975, 0.328, -3.261)
H (0.532, 0.497, -4.183)
C (4.197, -4.015, -1.857)
C (3.907, -3.795, -0.393)
O (4.999, -2.980, 0.098)
P (4.781, -2.052, 1.390)
O (3.434, -2.032, 1.964)
O (5.886, -2.684, 2.341)
C (5.928, -2.465, 3.724)
C (7.169, -3.101, 4.362)
O (5.380, -0.660, 0.953)
C (4.522, 0.271, 0.174)
C (5.254, 1.512, 0.087)
H (5.190, -4.493, -1.987)
H (3.415, -4.660, -2.278)
H (4.233, -3.089, -2.381)
H (2.990, -3.282, -0.180)
H (3.817, -4.699, 0.192)
H (5.944, -1.395, 3.975)
H (5.012, -2.875, 4.147)
H (6.982, -3.026, 5.414)
H (7.302, -4.107, 3.965)
H (8.051, -2.497, 4.199)
H (4.239, -0.075, -0.849)
H (3.680, 0.323, 0.853)
H (5.730, 1.794, 1.036)
H (6.015, 1.534, -0.631)
H (4.615, 2.372, -0.104)
C (0.230, -2.636, 3.307)
C (-0.801, -2.192, 4.216)
O (-2.022, -2.828, 3.843)
P (-3.118, -2.123, 2.989)
O (-3.372, -2.770, 1.689)
O (-4.457, -2.242, 3.778)
C (-5.713, -2.866, 3.231)
C (-5.526, -4.334, 3.396)
O (-2.855, -0.568, 2.970)
C (-3.920, 0.393, 2.682)
C (-4.366, 0.423, 1.228)
H (1.250, -2.347, 3.492)
H (0.172, -3.675, 3.154)
H (-0.125, -2.234, 2.323)
H (-0.584, -2.564, 5.219)
H (-0.881, -1.129, 4.138)
H (-6.433, -2.443, 3.934)
H (-5.826, -2.582, 2.179)
H (-4.671, -4.699, 2.838)
H (-5.394, -4.578, 4.422)
H (-6.296, -5.006, 2.961)
H (-4.799, 0.097, 3.248)
H (-3.598, 1.384, 3.029)
H (-5.022, 1.304, 1.081)
H (-3.519, 0.583, 0.543)
H (-4.809, -0.491, 0.883)
C (-0.569, 1.482, 5.827)
C (0.629, 2.375, 6.089)
O (1.043, 3.231, 4.971)
P (1.931, 2.772, 3.794)
O (1.917, 3.838, 2.795)
O (1.351, 1.316, 3.408)
C (0.719, 1.204, 2.119)
C (-0.610, 1.807, 2.096)
O (3.325, 2.327, 4.417)
C (4.287, 1.868, 3.428)
C (5.478, 1.563, 4.242)
H (-0.185, 0.614, 5.367)
H (-1.130, 1.150, 6.726)
H (-1.215, 2.025, 5.067)
H (0.373, 3.113, 6.820)
H (1.508, 1.841, 6.411)
H (1.393, 1.742, 1.384)
H (0.641, 0.163, 1.922)
H (-0.938, 1.771, 1.016)
H (-1.363, 1.236, 2.630)
H (-0.528, 2.853, 2.409)
H (3.816, 0.907, 3.010)
H (4.384, 2.698, 2.752)
H (6.286, 1.075, 3.687)
H (5.836, 2.447, 4.799)
H (5.209, 0.820, 5.042)

Atoms 1-3, force components in eV/Å:
-1.59 -1.24 1.79
-0.55 0.50 -0.53
1.09 0.79 -1.70

## Properties
SMILES string = CCOP(=O)(OCC)OCC.CCOP(=O)(OCC)OCC.CCOP(=O)(OCC)OCC.CCOP(=O)(OCC)OCC.CCOP(=O)(OCC)OCC.CN(C)C=O.CN(C)C=O
HOMO level = -9.122 eV
frontier orbital gap = 9.84 eV
relative energy (zero: lowest compared OMol25 entry of this formula, charge and spin) = 38.0 kcal/mol
net charge = 0

Löwdin population analysis, charges in e, atoms 1 to 99:
1 C -0.34
2 O -0.01
3 N -0.19
4 C -0.05
5 C -0.06
6 H 0.13
7 H 0.07
8 H 0.10
9 H 0.10
10 H 0.11
11 H 0.10
12 H 0.06
13 C -0.31
14 O -0.04
15 N -0.11
16 C 0.03
17 C -0.05
18 H 0.13
19 H 0.06
20 H 0.06
21 H 0.07
22 H 0.07
23 H 0.09
24 H 0.06
25 C -0.06
26 C -0.25
27 O -0.19
28 P 0.36
29 O -0.24
30 O -0.16
31 C -0.23
32 C -0.06
33 O -0.17
34 C -0.24
35 C -0.07
36 H 0.08
37 H 0.08
38 H 0.07
39 H 0.10
40 H 0.09
41 H 0.12
42 H 0.10
43 H 0.08
44 H 0.06
45 H 0.08
46 H 0.09
47 H 0.10
48 H 0.07
49 H 0.09
50 H 0.10
51 C -0.05
52 C -0.26
53 O -0.19
54 P 0.37
55 O -0.25
56 O -0.16
57 C -0.29
58 C -0.07
59 O -0.18
60 C -0.23
61 C -0.04
62 H 0.10
63 H 0.08
64 H 0.02
65 H 0.07
66 H 0.12
67 H 0.13
68 H 0.11
69 H 0.08
70 H 0.08
71 H 0.09
72 H 0.10
73 H 0.11
74 H 0.10
75 H 0.04
76 H 0.06
77 C -0.06
78 C -0.26
79 O -0.17
80 P 0.39
81 O -0.22
82 O -0.16
83 C -0.29
84 C -0.06
85 O -0.17
86 C -0.24
87 C -0.08
88 H 0.09
89 H 0.08
90 H 0.06
91 H 0.06
92 H 0.12
93 H 0.10
94 H 0.12
95 H 0.07
96 H 0.08
97 H 0.07
98 H 0.12
99 H 0.08